# C4H6BrO4

A gas-phase ion, C4H6BrO4 (charge -1) (the ωB97M-V functional and the def2-TZVPD basis, the Open Molecules 2025 dataset).

## Properties
* SMILES: C[C@@H](O)[C@@](O)(Br)C(=O)[O-]
* charge: -1
* largest force on an atom: 0.0740 hartree/bohr
* E: -82479.9607 eV

The geometry in XYZ format:
```
15
C4H6BrO4, DFT the ωB97M-V functional and the def2-TZVPD basis
C -0.0560 -0.2973 -1.5856
C 0.0158 -0.9852 -0.1071
O 1.2746 -1.5048 0.0991
C -0.4624 0.1186 0.7866
O -1.7236 0.4928 0.4942
Br -0.3660 -0.8375 2.6277
C 0.5092 1.2970 0.9395
O -0.0280 2.4244 1.0478
O 1.7192 1.0247 0.8554
H -1.0920 -0.5346 -2.0412
H 0.5459 -0.8752 -2.2913
H 0.3280 0.7378 -1.7283
H -0.6754 -1.8484 -0.1497
H 1.7428 -0.6995 0.3953
H -1.7321 1.4872 0.6576
```

# C7H3F3S

C7H3F3S in the gas phase (the ωB97M-V functional and the def2-TZVPD basis, the Open Molecules 2025 dataset).

## Properties
* SMILES: C#Cc1cscc1C(F)(F)F
* largest force on an atom: 0.0707 hartree/bohr
* E: -26293.1243 eV

The geometry in XYZ format:
```
14
C7H3F3S, DFT the ωB97M-V functional and the def2-TZVPD basis
C -0.9125 -2.7807 0.4079
C -0.8755 -1.5709 0.2064
C -0.7799 -0.1761 0.0032
C -1.9136 0.5342 -0.0514
S -1.6252 2.2466 -0.2345
C 0.0620 1.9057 -0.3199
C 0.4079 0.5965 -0.0097
C 1.8210 0.1778 -0.1413
F 2.6295 1.0634 0.4044
F 1.9739 -0.9871 0.5227
F 2.2519 0.0581 -1.4455
H -1.0684 -3.7899 0.8039
H -2.8413 0.1160 0.1005
H 0.8704 2.6064 -0.2465
```

# C17H38BBrN4O8P3

4 unconnected molecules or ions with the total composition C17H38BBrN4O8P3 (the ωB97M-V functional and the def2-TZVPD basis, the Open Molecules 2025 dataset).

## Properties
* charge: -1
* largest force on an atom: 0.0385 hartree/bohr
* E: -139173.3209 eV

The geometry in XYZ format:
```
72
C17H38BBrN4O8P3, DFT the ωB97M-V functional and the def2-TZVPD basis
C -1.6346 3.2825 3.5523
C -1.4681 3.1137 2.3778
C -1.1964 2.8782 0.9550
P -2.3695 4.0118 -0.0048
C -2.1986 5.6518 0.8392
O -1.6502 4.3057 -1.4713
O -1.7042 1.5906 0.6965
B -0.6146 0.6900 0.1797
C -0.9350 0.4362 -1.4082
P -0.6796 -1.0447 1.1801
O -1.4232 -0.7071 2.6338
Br -2.3584 -2.1678 0.1746
O 0.6048 1.4532 0.5370
C 0.3647 2.7923 0.6116
O 0.7239 3.5440 -0.5199
C 1.6032 2.9566 -1.4690
C 3.0373 2.7856 -1.0057
P 1.3991 3.5539 1.9957
N 1.0526 5.0404 2.4205
H -1.7298 3.4069 4.6011
H -1.8360 5.5612 1.8598
H -1.5841 6.3364 0.2558
H -3.2061 6.0635 0.8857
H -2.3551 4.4476 -2.1111
H -0.4557 -0.4550 -1.8210
H -0.6458 1.3157 -1.9833
H -2.0157 0.3480 -1.4993
H -0.7303 -0.6870 3.3019
H 1.2199 2.0145 -1.8442
H 1.5869 3.6521 -2.3088
H 3.4532 3.7022 -0.5950
H 3.1248 1.9657 -0.2985
H 3.6321 2.5120 -1.8808
H 2.7256 3.5348 1.5539
H 1.4001 2.6292 3.0635
H 0.2587 5.3764 1.8905
C -3.6588 -5.5891 -0.2249
C -4.9047 -5.1928 -0.9809
O -5.1258 -4.0465 -1.3249
N -5.7969 -6.1842 -1.2838
C -5.7018 -7.5940 -0.9716
H -3.0369 -4.7090 -0.0752
H -3.9191 -6.0175 0.7443
H -3.0801 -6.3198 -0.7947
H -6.6061 -5.8562 -1.7859
H -5.7075 -8.1934 -1.8846
H -6.5435 -7.9099 -0.3505
H -4.7809 -7.7974 -0.4357
C -2.2438 -5.1656 -3.3387
C -1.0837 -6.1182 -3.1971
O -1.2061 -7.2187 -2.6779
N 0.1219 -5.7052 -3.6682
C 0.4505 -4.4390 -4.2928
H -3.1226 -5.6340 -2.9126
H -2.0479 -4.2364 -2.8010
H -2.4408 -4.9472 -4.3890
H 0.8574 -6.3823 -3.5433
H 0.8362 -4.5989 -5.3019
H 1.2102 -3.9125 -3.7135
H -0.4292 -3.8079 -4.3535
C 6.8966 3.6545 1.8223
C 5.6408 3.0074 2.3630
O 4.8443 2.4392 1.6400
N 5.4199 3.0901 3.7038
C 6.2380 3.7279 4.7121
H 6.9149 3.5014 0.7479
H 6.9019 4.7256 2.0279
H 7.7885 3.2048 2.2608
H 4.5630 2.6458 3.9957
H 6.5577 3.0028 5.4634
H 5.6776 4.5176 5.2160
H 7.1211 4.1674 4.2599
```

# C15H27N2O3

A gas-phase ion, C15H27N2O3 (charge +1) (the ωB97M-V functional and the def2-TZVPD basis, the Open Molecules 2025 dataset).

## Properties
* SMILES: O=C(C[NH2+]C1CCCCC1)N1CCC2(CC1)OCCO2
* charge: +1
* largest force on an atom: 0.0173 hartree/bohr
* E: -25110.6712 eV

The geometry in XYZ format:
```
47
C15H27N2O3, DFT the ωB97M-V functional and the def2-TZVPD basis
O 0.9197 0.0399 1.5032
C 0.8596 0.1922 0.2815
C 0.6550 1.6545 -0.1930
N 0.5769 2.4329 1.0518
C -0.6644 3.2202 1.3145
C -0.3918 4.1955 2.4587
C -0.1912 3.4739 3.7904
C -1.4079 2.6110 4.1084
C -1.6505 1.5926 2.9995
C -1.8284 2.2897 1.6502
N 0.9493 -0.7696 -0.6131
C 0.8298 -0.5574 -2.0465
C 1.3658 -1.7599 -2.8092
C 0.5546 -3.0326 -2.4904
C 0.1653 -3.0459 -0.9942
C 1.0750 -2.1528 -0.1673
O 1.3416 -4.1464 -2.8433
C 0.5361 -5.0394 -3.5898
C -0.4928 -4.1055 -4.2284
O -0.6335 -3.0854 -3.2558
H 1.4888 1.9789 -0.8160
H -0.2689 1.7404 -0.7662
H 1.3854 3.0454 1.1720
H 0.6625 1.6211 1.7724
H -0.8882 3.7849 0.4019
H -1.2520 4.8604 2.5450
H 0.4745 4.8191 2.2236
H -0.0495 4.2151 4.5765
H 0.7067 2.8517 3.7664
H -1.2568 2.0939 5.0552
H -2.2857 3.2504 4.2145
H -2.5534 1.0225 3.2174
H -0.8252 0.8785 2.9650
H -2.7339 2.8970 1.6814
H -1.9648 1.5466 0.8623
H 1.3912 0.3334 -2.3383
H -0.2239 -0.4143 -2.3136
H 1.2988 -1.5654 -3.8793
H 2.4095 -1.9509 -2.5628
H -0.8712 -2.7158 -0.9144
H 0.2304 -4.0688 -0.6253
H 2.1143 -2.4770 -0.2674
H 0.8014 -2.1880 0.8888
H 1.1729 -5.5549 -4.3060
H 0.0532 -5.7651 -2.9237
H -1.4675 -4.5630 -4.3880
H -0.1167 -3.6835 -5.1686
```